C5H7NO in the gas phase, computed with ωB97M-V/def2-TZVPD.

Values from the calculation:
Charge: 0
LUMO (eV): 0.839
Structure (SMILES): CC(=C=O)[C@@H]1CN1
ΔE to the lowest compared entry with this formula, charge and spin (kJ/mol): 212.7
HOMO level (Ha): -0.3188
DFT total energy (Eh): -324.64345

```
14
Properties=species:S:1:pos:R:3:lowdin_charge:R:1
C -1.99173 -0.00010 0.09223 -0.05
C -0.56154 0.23094 -0.35294 -0.25
C -0.25385 0.41317 -1.62102 -0.14
O 0.03542 0.55486 -2.74679 0.17
C 0.54076 0.29310 0.65601 -0.30
C 1.94455 0.03189 0.26711 -0.14
N 1.21224 -0.94359 1.07100 0.03
H -2.54639 0.93904 0.19552 0.08
H -1.98807 -0.49414 1.06857 0.08
H -2.54439 -0.64404 -0.59807 0.08
H 0.35491 0.97677 1.48426 0.14
H 2.75465 0.53853 0.78516 0.10
H 2.15196 -0.19003 -0.77942 0.11
H 0.89147 -1.70638 0.47838 0.10
```